[1]
The following is a DFT calculation (wB97M-V/def2-TZVPD) of a single C12H16N2O4 molecule in a non-equilibrium geometry.

Geometry (Å):
C -2.703 0.286 0.372
C -1.325 -0.466 -1.441
O 0.965 -2.329 1.991
C -3.263 -0.985 0.490
H -3.026 1.085 1.036
C -2.846 -1.998 -0.371
H -0.675 2.015 1.491
N 1.053 0.141 0.735
C -1.114 1.947 -0.665
H 0.194 -0.273 1.111
O 2.168 1.955 -0.041
H 2.545 -2.865 0.733
H -1.890 2.705 -0.633
H 0.602 3.938 1.366
C 2.869 -0.645 -0.754
H 0.996 -2.427 -0.006
C -0.163 2.276 0.502
H 1.591 -2.182 2.747
C -1.875 -1.730 -1.345
H -3.271 -3.000 -0.289
C 2.181 -0.750 0.599
H -4.005 -1.152 1.227
C -1.726 0.567 -0.594
H 2.967 -0.528 1.342
H -0.556 -0.272 -2.160
H -1.557 -2.544 -2.000
H 2.587 -0.409 -2.570
H 0.816 3.903 -0.267
C 1.136 1.447 0.388
N 0.110 3.713 0.515
O 4.059 -0.836 -0.905
H -0.558 2.064 -1.620
O 2.023 -0.466 -1.779
C 1.689 -2.186 0.794

Results
SMILES string: N[C@@H](Cc1ccccc1)C(=O)N[C@@H](CO)C(=O)O
Maximum force in eV Å⁻¹: 1.92
HOMO in hartree: -0.338
Frontier orbital gap in eV: 9.73
Energy above the lowest of the compared OMol25 structures with the same formula, charge and spin in kJ/mol: 40.9

[2]
The following is a DFT calculation (wB97M-V/def2-TZVPD) of a single C12H16N2O4 molecule in a non-equilibrium geometry.

Geometry (Å):
H 6.379 0.690 0.543
H -4.934 1.463 0.184
H -1.471 -0.609 -1.464
H 0.443 -2.862 0.328
C 3.397 -0.672 -0.314
C 3.157 1.639 0.185
C 4.767 -0.613 -0.081
C -3.076 1.518 -0.266
C -3.222 0.023 -0.625
H 0.875 0.318 -1.404
C -1.082 -0.447 0.543
H -5.852 -0.627 1.220
C 5.324 0.629 0.283
H -4.310 -1.720 -0.326
H 5.408 -1.464 -0.325
O -1.557 0.006 1.610
O -4.228 2.119 -0.004
H 2.973 -1.578 -0.675
O -5.435 -0.229 0.413
N 0.580 -2.080 -0.285
H -3.618 0.019 -1.720
C -4.165 -0.812 0.200
H -0.033 -2.192 -1.057
O -2.001 2.055 -0.548
C 0.367 -0.835 0.422
H 0.658 -0.912 1.469
C 2.548 0.407 -0.117
H 2.532 2.483 0.387
H 4.946 2.718 0.651
H -3.689 -1.105 1.140
N -1.915 -0.641 -0.549
C 4.542 1.746 0.375
C 1.070 0.332 -0.290
H 0.620 1.231 0.097

Results
SMILES string: N[C@@H](Cc1ccccc1)C(=O)N[C@@H](CO)C(=O)O
Maximum force in eV Å⁻¹: 3.34
HOMO in hartree: -0.326
Frontier orbital gap in eV: 9.20
Energy above the lowest of the compared OMol25 structures with the same formula, charge and spin in kJ/mol: 130.1

[3]
The following is a DFT calculation (wB97M-V/def2-TZVPD) of a gas-phase ion, C12H16N3O (charge +1) in a non-equilibrium geometry.

Geometry (Å):
H 1.247 0.009 -3.866
H -2.253 0.510 -3.486
H 0.344 -0.769 5.830
H 0.246 -2.500 6.231
C 0.245 -1.391 3.182
H -1.804 2.893 -3.537
H 1.391 1.077 -2.444
C 0.719 0.712 -3.224
H -1.347 -1.926 -0.715
C -0.206 -1.087 0.878
N 0.688 0.537 -0.441
C 1.119 -0.285 3.139
N -0.420 0.021 -2.519
H -0.286 1.567 -4.950
H 1.706 -1.863 5.439
H -0.685 2.774 -2.168
H -2.210 0.916 -1.754
H 2.009 1.270 1.962
H 1.633 0.018 4.036
N -0.702 -1.217 -0.406
O -0.006 -2.116 4.285
C 0.089 1.877 -3.974
C -1.634 0.904 -2.679
H 0.798 2.686 -4.118
H -1.093 -2.652 2.079
C 1.339 0.426 1.983
C -1.063 2.263 -3.053
C -0.112 -0.213 -1.125
C 0.618 -1.777 5.507
C 0.668 0.025 0.833
H -0.607 -0.883 -2.959
C -0.430 -1.805 2.032

Results
SMILES string: COc1ccc2nc([NH+]3CCCC3)[nH]c2c1
Maximum force in eV Å⁻¹: 1.19
HOMO in hartree: -0.409
Frontier orbital gap in eV: 8.06
Charge: +1
Energy above the lowest of the compared OMol25 structures with the same formula, charge and spin in kJ/mol: 0.0

[4]
The following is a DFT calculation (wB97M-V/def2-TZVPD) of a gas-phase ion, C12H16NS (charge +1) in a non-equilibrium geometry.

Geometry (Å):
H 2.615 1.710 0.776
C -3.314 1.441 -0.631
N 2.184 -0.175 1.038
H -0.965 -0.271 2.110
H -3.309 -2.321 0.207
H 3.211 1.251 2.286
H -1.390 -2.012 1.608
H 3.824 1.005 -1.448
C 1.073 -0.102 0.046
C -4.303 -0.764 -0.903
H -4.858 0.950 -1.988
H -5.114 -1.314 -1.216
C 3.124 0.105 -1.228
C -2.343 -0.407 0.487
C -3.409 -1.254 0.045
C 2.351 1.183 1.616
C -2.340 0.848 0.018
C -1.256 -1.002 1.280
H 2.048 -0.795 1.835
C 3.306 -0.625 0.173
H 1.115 0.110 -2.081
S 0.032 -1.434 -0.137
H 3.240 -0.738 -1.924
H 2.943 -1.662 -0.075
H 4.331 -0.500 0.703
H 1.467 1.561 2.000
C 1.569 0.522 -1.191
C -4.173 0.567 -1.288
H 1.534 1.630 -1.158
H -3.193 2.493 -0.960

Results
Maximum force in eV Å⁻¹: 3.67
HOMO (spin up / spin down) in hartree: -0.430 / -0.422
Frontier orbital gap (spin up / spin down) in eV: 7.05 / 8.11
Charge: +1
Energy above the lowest of the compared OMol25 structures with the same formula, charge and spin in kJ/mol: 651.8

[5]
The following is a DFT calculation (wB97M-V/def2-TZVPD) of a molecular structure, C12H17BBeN6O2 in a non-equilibrium geometry.

Geometry (Å):
C 1.971 -1.252 -1.065
H 3.486 2.269 1.912
H 0.091 3.302 -3.325
N -1.510 0.406 1.082
H 0.913 -1.003 0.583
H 0.218 -3.557 -1.198
C -0.101 2.495 -2.634
H -2.460 -4.211 -1.641
C 1.530 1.005 0.650
O 1.164 2.189 0.639
H 1.922 1.513 -2.216
H -3.214 0.742 -0.343
H -1.352 0.356 4.317
C -2.708 -2.053 -1.159
N -0.554 -1.604 -0.931
C -2.097 0.691 2.258
H -3.747 -1.725 -1.154
N -1.829 -1.101 -0.854
O 2.539 0.445 1.308
C -0.100 -0.257 2.610
C 0.848 1.612 -2.093
N -0.247 -0.023 1.297
H 2.839 -0.787 -0.597
C -1.217 0.277 3.257
B -2.084 0.331 -0.363
C -1.335 2.153 -2.066
C 3.447 1.202 2.183
H 1.713 -0.805 -1.989
H 4.429 0.732 2.019
C -0.659 -2.928 -1.187
C -2.007 -3.249 -1.385
N 0.213 0.769 -1.263
N -1.109 1.121 -1.248
H 1.926 -2.345 -1.054
H 0.808 -0.770 2.918
H 3.116 1.078 3.237
H -3.093 1.142 2.268
H -2.357 2.555 -2.117
Be 0.611 -0.718 -0.655

Results
Maximum force in eV Å⁻¹: 5.31
HOMO (spin up / spin down) in hartree: -0.266 / -0.214
Frontier orbital gap (spin up / spin down) in eV: 7.75 / 6.09
Energy above the lowest of the compared OMol25 structures with the same formula, charge and spin in kJ/mol: 833.7

[6]
The following is a DFT calculation (wB97M-V/def2-TZVPD) of 2 unconnected molecules or ions with the total composition C12H17BN6O3 in a non-equilibrium geometry.

Geometry (Å):
H -0.060 -1.686 2.311
O -0.892 -0.698 -4.385
N 2.610 3.756 1.314
C 1.822 2.629 1.435
C 4.002 3.762 1.677
H -2.797 -5.933 -0.716
B -0.648 -0.688 2.139
N -0.266 -1.041 -3.050
H -1.791 -0.434 2.043
C 2.100 5.000 0.803
C 0.373 1.249 2.735
H 2.165 1.963 -0.619
C -2.991 -3.681 -2.041
H -0.188 0.955 3.616
H -3.649 -4.659 0.178
H 2.655 5.268 -0.098
O 0.787 -0.520 -2.741
H 1.035 4.933 0.567
C -2.165 -2.193 -3.433
H -4.585 -6.019 -0.564
H 4.321 2.788 2.060
H 4.593 4.015 0.793
H 2.257 5.781 1.552
C 1.653 1.752 0.334
H 1.277 2.982 3.506
C -3.725 -5.357 -0.661
C -1.140 -2.520 -1.139
N -2.056 -1.407 -4.586
O -3.922 -4.630 -1.879
H -1.432 -1.860 -0.356
C 1.171 2.344 2.645
C 0.853 0.635 0.474
N -2.150 -3.550 -1.054
C -1.107 -1.941 -2.511
H 0.704 -0.081 -0.360
H -0.085 -2.821 -0.887
N -3.119 -3.037 -3.218
N 0.222 0.416 1.678
H 4.167 4.528 2.438

Results
Maximum force in eV Å⁻¹: 4.77
HOMO in hartree: -0.221
Frontier orbital gap in eV: 3.77

| no. | molecular weight (g mol⁻¹) | energy (eV) |
| --- | --- | --- |
| 1 | 252.27 | -23874.804 |
| 2 | 252.27 | -23873.879 |
| 3 | 218.28 | -19215.101 |
| 4 | 206.33 | -25016.755 |
| 5 | 297.13 | -26828.223 |
| 6 | 304.12 | -28470.244 |